Run P
Entry from the Open Molecules 2025 dataset: an isolated ion of composition C5H7N5 and charge +2 (wB97M-V/def2-TZVPD).

Results
HOMO-LUMO gap (alpha / beta) = 6.01 / 6.82 eV
net charge = +2
multiplicity = 3
⟨S²⟩ = 2.04

Cartesian coordinates (Å):
C  2.5773  1.1980  -0.6336
C  2.5534  -1.2253  -0.0748
C  -2.7779  -0.5515  -0.2698
C  0.2694  -0.8291  0.1895
C  -0.5232  0.3027  0.3638
N  2.7811  0.0511  -0.4006
N  1.2421  -1.5224  0.0201
N  -1.8168  0.4193  0.2219
N  -2.6029  -1.7470  -0.0869
N  0.3017  1.4139  0.5204
H  2.8707  2.1963  -0.8577
H  3.3349  -1.9811  0.0186
H  -3.6681  -0.2180  -0.7833
H  -2.1403  1.2930  0.5062
H  -3.2679  -2.4026  -0.4427
H  -0.0944  2.2954  0.2933
H  0.9610  1.3073  1.4156


Run Q
Entry from the Open Molecules 2025 dataset: a 2-piece molecular cluster, C5H7N5 overall (wB97M-V/def2-TZVPD).

Results
HOMO-LUMO gap (alpha / beta) = 8.58 / 7.21 eV
net charge = +2
multiplicity = 3
⟨S²⟩ = 2.07

Cartesian coordinates (Å):
C  -1.9337  1.5925  -0.0365
C  2.6705  -0.0525  0.8769
C  -0.6920  0.8803  0.2878
C  2.6291  0.9415  -0.0210
C  -2.1100  -0.5732  1.7271
N  -2.6897  2.2479  -0.5671
N  2.6771  -0.8576  1.7260
N  -0.7974  -0.1481  1.1757
N  3.4224  1.4519  -0.8428
N  0.3302  1.4584  -0.2345
H  -2.3412  -1.5821  1.1675
H  -2.0881  -0.7752  2.7974
H  -2.7245  0.2844  1.3772
H  0.0489  -0.6487  1.6377
H  4.3471  0.9085  -1.0240
H  3.3197  2.2562  -1.5188
H  0.2036  2.1846  -0.9829


Most stable of them? run P.


Run P
Entry from the Open Molecules 2025 dataset: one molecule with the formula CH3N3O3 (wB97M-V/def2-TZVPD).

Results
HOMO-LUMO gap = 10.87 eV
multiplicity = 1
SMILES = O=CNN[N+](=O)[O-]

Cartesian coordinates (Å):
C  1.5454  0.1276  0.3462
N  0.5712  -0.5055  -0.3190
N  -0.5201  0.1694  -0.7610
N  -1.6650  -0.0512  0.0625
O  1.6515  1.3179  0.5978
O  -1.6673  -1.0482  0.7101
O  -2.4968  0.8002  -0.0802
H  2.2071  -0.5711  0.7117
H  0.6040  -1.4725  -0.4492
H  -0.2300  1.2333  -0.8190


Run Q
Entry from the Open Molecules 2025 dataset: one molecule with the formula CH3N3O3 (wB97M-V/def2-TZVPD).

Results
HOMO-LUMO gap = 10.10 eV
multiplicity = 1
SMILES = [H]/N=[N+](\[O-])NOC=O

Cartesian coordinates (Å):
C  -0.0569  1.1024  1.4467
N  -0.2342  -1.1824  -1.8683
N  0.8539  0.1949  -0.4912
N  -0.1708  -0.6572  -0.7550
O  -0.3966  2.0867  0.8883
O  -1.2133  -0.6441  0.3389
O  0.9423  0.2893  0.9358
H  -0.3039  0.8198  2.4610
H  -1.0264  -1.8051  -1.9437
H  1.6058  -0.2043  -1.0126


Most stable of them? run P.


Run P
Entry from the Open Molecules 2025 dataset: one molecule with the formula C12H15NS (wB97M-V/def2-TZVPD).

Results
HOMO-LUMO gap = 9.44 eV
multiplicity = 1
SMILES = S=C=NCCCCCc1ccccc1

Cartesian coordinates (Å):
C  0.2909  2.4509  1.8889
C  -2.0404  1.6478  1.0016
C  -2.0169  0.2960  0.1926
C  -1.8114  -0.8534  1.0590
C  -0.3712  -1.4334  1.4544
C  0.6212  -2.0949  0.4469
C  1.0397  -1.0378  -0.6668
C  0.5967  -1.0967  -1.8855
C  0.9635  -0.1169  -2.8099
C  1.8471  0.8964  -2.4397
C  2.4325  0.9577  -1.1853
C  1.9151  0.0340  -0.2535
H  -2.7065  1.4197  1.8010
H  -2.2108  2.6061  0.4015
H  -1.4069  0.2308  -0.6956
H  -3.0578  0.2940  -0.3521
H  -2.2273  -0.6419  2.1856
H  -2.5069  -1.7303  0.7963
H  -0.5784  -2.3143  2.0563
H  0.2619  -0.7442  2.1452
H  0.2576  -2.9770  -0.0649
H  1.6422  -2.3143  0.7618
H  -0.1727  -1.9085  -2.3035
H  0.6101  -0.1118  -3.7689
H  1.8322  1.8491  -2.9811
H  3.0328  1.8360  -1.0239
H  2.6033  -0.1485  0.6806
N  -0.5981  1.7768  1.4379
S  1.7587  3.2288  2.1214


Run Q
Entry from the Open Molecules 2025 dataset: one molecule with the formula C12H15NS (wB97M-V/def2-TZVPD).

Results
HOMO-LUMO gap = 9.36 eV
multiplicity = 1
SMILES = CS[C@@](C#N)(c1ccccc1)C(C)C

Cartesian coordinates (Å):
C  1.4350  -0.2366  1.3629
C  -0.3262  -0.6770  -3.4655
C  0.8710  -0.8061  -2.8542
C  -1.3988  -0.1807  -2.7391
C  0.9938  -0.7247  -1.4744
C  -1.3274  -0.0761  -1.3819
C  -0.1081  -0.3153  -0.7743
C  0.8482  2.3194  0.2411
C  -0.2884  1.5756  2.4665
C  -0.3888  -2.8746  1.6364
C  -0.2727  1.4594  0.9514
C  0.0795  -0.0510  0.7044
N  2.4386  -0.5028  1.7960
S  -1.1732  -1.2265  1.7408
H  -0.4721  -0.7110  -4.4926
H  1.6504  -1.0762  -3.4708
H  -2.3649  -0.1627  -3.2396
H  2.0226  -0.7656  -0.9480
H  -2.1252  0.2509  -0.7310
H  1.4132  2.8110  1.1144
H  0.2241  3.1049  -0.2786
H  1.5226  1.6832  -0.3151
H  0.6911  1.5517  2.8706
H  -0.6201  2.4820  2.9065
H  -0.8820  0.7776  2.7987
H  0.3179  -2.8548  0.8837
H  -1.4131  -3.4177  1.3256
H  -0.0608  -3.1792  2.6590
H  -1.2863  1.8230  0.7070


Most stable of them? run Q.


Run P
Entry from the Open Molecules 2025 dataset: a 2-piece molecular cluster, C7H16 overall (wB97M-V/def2-TZVPD).

Results
HOMO-LUMO gap = 10.08 eV
multiplicity = 1
SMILES = CC(C)C.C=CC

Cartesian coordinates (Å):
C  1.2933  0.3639  0.2356
C  2.8001  0.2764  0.1033
C  0.6398  -0.1940  -1.3772
C  0.7626  -0.3342  1.4248
H  0.9720  1.4050  0.2196
H  0.1965  0.3082  2.0928
H  1.5188  -0.8594  2.0047
H  -0.0918  -1.0659  1.0889
H  3.1363  0.7025  -0.8419
H  3.1239  -0.7644  0.1189
H  3.2985  0.8209  0.9074
H  1.5814  -0.2833  -1.9143
H  0.1021  0.4408  -2.0721
H  0.2397  -1.2037  -1.2786
C  -2.2825  1.1329  -0.3604
C  -2.0410  -0.3378  -0.4881
C  -1.9350  -1.1624  0.5779
H  -2.0777  -0.7534  -1.4848
H  -3.3426  1.3576  -0.5175
H  -1.7116  1.6909  -1.1000
H  -2.0119  1.4980  0.6325
H  -2.0026  -2.2342  0.4564
H  -2.1680  -0.8045  1.5720


Run Q
Entry from the Open Molecules 2025 dataset: a 2-piece molecular cluster, C7H16 overall (wB97M-V/def2-TZVPD).

Results
HOMO-LUMO gap = 11.19 eV
multiplicity = 1
SMILES = CCCCC.C=C

Cartesian coordinates (Å):
C  2.9315  -1.1183  0.0371
C  2.9931  0.2504  0.0302
C  -0.5245  2.7794  -0.3431
C  -0.9350  1.4889  0.5273
C  -0.8913  0.1597  -0.3544
C  -1.3326  -1.0974  0.5070
C  -1.4262  -2.5244  -0.3087
H  2.0648  -1.6027  -0.4853
H  3.7373  -1.6781  0.4447
H  2.1648  0.9074  -0.4315
H  3.9593  0.5801  0.3592
H  0.0883  2.4881  -1.2477
H  -1.5765  3.3627  -0.6121
H  0.1115  3.4448  0.3888
H  -1.9227  1.6335  1.1180
H  -0.2416  1.2648  1.4140
H  -1.6790  0.1090  -1.0822
H  0.2134  0.1556  -0.7812
H  -2.3931  -0.9734  0.8952
H  -0.6356  -1.1719  1.4116
H  -0.7147  -2.4876  -1.1083
H  -1.5447  -3.4576  0.3895
H  -2.4466  -2.5130  -0.7681


Most stable of them? run P.


Run P
Entry from the Open Molecules 2025 dataset: an isolated ion of composition C2H3N2O and charge +1 (wB97M-V/def2-TZVPD).

Results
HOMO-LUMO gap = 8.65 eV
net charge = +1
multiplicity = 1
SMILES = N#CC[NH+]=O

Cartesian coordinates (Å):
C  -1.9536  0.4279  -0.2087
C  -0.5944  0.0187  0.1573
N  -2.4667  0.9924  -1.0731
N  0.0734  0.4369  -1.0549
O  -0.5475  0.9062  -1.9444
H  -0.0200  0.7342  0.8954
H  -0.3944  -1.0653  0.5520
H  1.1169  0.6117  -0.9080


Run Q
Entry from the Open Molecules 2025 dataset: an isolated ion of composition C2H3N2O and charge +1 (wB97M-V/def2-TZVPD).

Results
HOMO-LUMO gap (alpha / beta) = 8.58 / 8.58 eV
net charge = +1
multiplicity = 1
SMILES = [H]/N=C\C=[N+]=O

Cartesian coordinates (Å):
C  -0.0888  1.0297  0.0365
C  0.9093  -0.1915  -0.0654
N  -1.2261  0.5302  0.0152
N  0.5880  -1.3823  0.0610
O  -1.7837  -0.4544  0.0054
H  0.1028  2.0412  -0.0490
H  1.9271  0.0254  0.0187
H  -0.4286  -1.5982  -0.0223


Most stable of them? run Q.


Run P
Entry from the Open Molecules 2025 dataset: a 2-piece molecular cluster, CH4NO2S2 overall (wB97M-V/def2-TZVPD).

Results
HOMO-LUMO gap = 7.90 eV
net charge = -1
multiplicity = 1

Cartesian coordinates (Å):
N  -0.2427  0.8015  -2.3390
C  0.1674  0.7173  -0.9876
O  -0.5868  -0.0044  -0.2610
O  1.1959  1.3229  -0.6582
H  -1.1855  0.5446  -2.5410
H  0.1372  1.5705  -2.8511
S  -0.0819  -2.2704  2.7033
S  1.0898  -0.6452  2.1608
H  -0.7695  -1.7033  3.7089
H  0.2763  -0.3336  1.0649


Run Q
Entry from the Open Molecules 2025 dataset: a 2-piece molecular cluster, CH4NO2S2 overall (wB97M-V/def2-TZVPD).

Results
HOMO-LUMO gap = 6.58 eV
net charge = -1
multiplicity = 1

Cartesian coordinates (Å):
S  2.3475  3.4863  0.0761
S  0.8603  2.1621  0.8137
H  2.8976  2.6198  -0.7995
H  1.5966  1.2163  1.4413
N  -1.8714  -2.1702  -0.2329
C  -1.0271  -0.9498  -0.0866
O  -0.2290  -0.7638  -1.0336
O  -1.1440  -0.3422  0.9840
H  -2.1443  -2.3058  -1.1960
H  -1.2861  -2.9528  0.0335


Most stable of them? run P.